DFT (the ωB97M-V functional and the def2-TZVPD basis) results for C25H19ClNO2ReS as an isolated structure in a non-equilibrium geometry.

Properties
Net charge: +1
Spin multiplicity: 4
Calculated total energy (eV): -57298.77320
HOMO level (spin up / spin down) (eV): -10.93 / -11.65
Orbital gap (spin up / spin down) (eV): 7.11 / 7.04
⟨S²⟩: 3.790

```
50
C25H19ClNO2ReS | the OMol25 dataset | the ωB97M-V functional and the def2-TZVPD basis
H 0.8304 4.4098 -3.5846
H -1.5120 -0.9829 4.3031
H 3.3393 -1.7140 -5.6555
C 2.3368 0.0526 -2.9983
H 2.8865 0.5765 -5.0059
O -4.4655 1.6629 3.3701
H 2.5243 -2.9397 -1.6243
C -4.6108 0.5369 3.0079
C 1.5169 2.3612 -3.4028
H -2.5411 -2.9112 0.7014
N 2.2544 -0.9458 -2.0888
C 3.0637 -2.5916 -3.6497
C 3.1127 -1.5402 -4.6008
C 1.4780 -0.3024 2.0474
H -5.6229 -1.1044 3.2357
C -3.1266 0.8921 1.0547
C -3.6887 -1.4155 1.6537
H 0.0231 2.5159 0.1402
C -0.6921 -0.8005 3.6698
H -1.3892 1.1551 3.2128
C -0.5803 0.4211 3.0702
H 0.1371 -2.7627 3.9442
C 2.8901 -0.2095 -4.2342
C -2.7199 -1.8780 0.7719
C 0.4535 2.4862 -0.8257
C 0.5299 0.6849 2.3024
C 0.8403 3.5165 -2.9818
Re 1.2850 -0.5488 -0.3334
C -3.8330 -0.0518 1.8470
H -4.1912 -2.1045 2.2763
C 1.1753 1.3693 -1.1927
Cl 2.5470 -2.7369 2.4027
C 2.6475 0.0340 1.1592
C -1.9266 -0.9963 0.0762
H 0.7407 1.7025 1.9014
H -3.2291 1.9471 1.2165
C 0.2289 -1.8171 3.4943
C 2.6027 -2.2230 -2.4007
H -0.3437 4.3979 -1.3439
H 3.2049 -3.6547 -3.8887
H 1.9894 2.2485 -4.3676
S -0.6957 -1.5656 -1.0295
H -1.5714 1.0850 -0.3806
H 3.0224 1.0546 1.1780
C 1.3124 -1.5472 2.6702
C -2.1970 0.3841 0.1512
C 1.6982 1.2666 -2.5167
O -5.4383 -0.2828 3.6871
C 0.2278 3.5132 -1.6881
H 3.4758 -0.6478 1.2486
```